Molecular formula: C21H66O12
Method: DFT, ωB97M-V/def2-TZVPD

M = 510.7 g mol⁻¹
SMILES string = CC(C)O.CC(C)O.CC(C)O.CC(C)O.CC(C)O.CC(C)O.CC(C)O.O.O.O.O.O
calculated total energy = -47416.8391 eV
gap between HOMO and LUMO = 9.7445 eV
ΔE to the lowest compared entry with this formula, charge and spin = 119.6 kJ/mol

```
! wB97M-V def2-TZVPD RIJCOSX def2/J DEFGRID3
* xyz 0 1
C -5.26 -0.43 -1.33
C -4.83 0.62 -2.36
C -3.31 0.80 -2.47
O -5.29 0.24 -3.65
H -4.97 -0.19 -0.31
H -4.85 -1.42 -1.59
H -6.35 -0.48 -1.34
H -5.22 1.62 -2.15
H -2.77 -0.12 -2.71
H -2.85 1.11 -1.50
H -3.02 1.59 -3.15
H -4.93 -0.64 -3.82
C -3.83 0.78 5.75
C -4.52 -0.12 4.76
C -5.93 0.38 4.47
O -3.83 -0.14 3.50
H -3.75 1.78 5.32
H -2.85 0.40 6.02
H -4.42 0.88 6.67
H -4.61 -1.12 5.22
H -5.94 1.48 4.37
H -6.63 0.18 5.28
H -6.27 0.00 3.51
H -2.87 -0.29 3.64
C 0.69 1.70 -0.48
C 0.12 0.54 0.29
C 1.16 -0.38 0.95
O -0.90 1.02 1.25
H -0.12 2.29 -0.92
H 1.36 1.36 -1.27
H 1.24 2.45 0.11
H -0.45 -0.07 -0.44
H 1.84 -0.77 0.20
H 0.69 -1.22 1.47
H 1.78 0.16 1.69
H -0.67 0.56 2.07
C 4.49 -2.80 1.47
C 5.82 -3.50 1.32
C 6.68 -2.71 0.36
O 6.44 -3.66 2.61
H 4.59 -1.74 1.73
H 3.82 -3.25 2.20
H 3.94 -2.77 0.51
H 5.60 -4.50 0.93
H 7.68 -3.15 0.23
H 6.80 -1.71 0.80
H 6.28 -2.61 -0.65
H 7.11 -2.98 2.75
C 5.17 2.03 -2.18
C 5.08 2.02 -0.66
C 4.87 0.64 -0.11
O 6.28 2.55 -0.02
H 4.19 2.25 -2.60
H 5.47 1.06 -2.57
H 5.85 2.80 -2.53
H 4.28 2.69 -0.31
H 5.78 0.03 -0.22
H 4.08 0.16 -0.68
H 4.72 0.58 0.98
H 6.57 3.32 -0.51
C -0.22 -4.39 0.73
C -1.68 -4.49 0.31
C -2.36 -3.16 0.13
O -1.83 -5.25 -0.91
H -0.12 -3.70 1.59
H 0.44 -4.00 -0.05
H 0.15 -5.37 1.06
H -2.20 -5.07 1.08
H -3.37 -3.27 -0.24
H -1.82 -2.58 -0.65
H -2.24 -2.59 1.05
H -1.64 -6.17 -0.70
C 1.19 0.07 -5.96
C -0.05 0.93 -5.72
C -1.16 0.07 -5.07
O 0.24 2.12 -4.89
H 1.04 -0.53 -6.87
H 1.27 -0.65 -5.14
H 2.06 0.69 -6.05
H -0.49 1.32 -6.65
H -1.22 -0.86 -5.67
H -2.12 0.56 -5.05
H -0.79 -0.30 -4.11
H 0.85 1.88 -4.19
O -0.85 3.59 3.54
H -1.49 2.95 3.17
H -0.11 3.56 2.92
O -0.78 5.03 -0.68
H -1.29 5.47 0.02
H -1.45 4.66 -1.28
O -3.62 1.87 1.20
H -3.70 1.28 1.97
H -2.78 1.58 0.77
O 1.97 5.89 -0.59
H 1.71 6.15 -1.49
H 1.39 5.13 -0.41
O -0.93 -0.45 4.01
H -0.51 0.06 4.73
H -0.70 -1.37 4.19
*
```